Record 1
{"formula": "C18H17N5O2S", "method": "ωB97M-V/def2-TZVPD", "spin_multiplicity": 1, "max_force_ha_per_bohr": 0.030, "energy_ev": -41321.8913, "smiles": "C=CCN(C(=O)Nc1ccc(OC)cc1)c1nnc(-c2ccncc2)s1", "gap_ev": 7.56, "relative_energy_kj_mol": 229.3, "symbols": ["C", "C", "C", "N", "C", "N", "N", "C", "C", "C", "C", "N", "C", "C", "H", "H", "H", "H", "S", "C", "O", "N", "C", "C", "C", "C", "C", "C", "H", "H", "O", "C", "H", "H", "H", "H", "H", "H", "H", "H", "H", "H", "H"], "coordinates": [[-0.47708, -4.66761, 1.21021], [-1.18510, -3.67873, 0.70088], [-0.87717, -3.04252, -0.62335], [-0.48006, -1.64621, -0.45804], [-1.44255, -0.71738, -0.29596], [-1.25526, 0.55697, -0.08445], [-2.36330, 1.26413, 0.00597], [-3.45160, 0.59091, -0.11961], [-4.77863, 1.15530, -0.05686], [-5.91999, 0.36906, -0.21163], [-7.15776, 0.98499, -0.13804], [-7.31705, 2.28020, 0.07101], [-6.23396, 3.02589, 0.21772], [-4.94566, 2.52464, 0.16445], [-4.08164, 3.15641, 0.28775], [-6.41337, 4.07938, 0.38661], [-8.06948, 0.41364, -0.25224], [-5.83855, -0.69390, -0.38494], [-3.15537, -1.13312, -0.38566], [0.93298, -1.40819, -0.42556], [1.67944, -2.34376, -0.60119], [1.27557, -0.12890, -0.20638], [2.56677, 0.41122, -0.13364], [2.66875, 1.78505, 0.08834], [3.90190, 2.38946, 0.17191], [5.07119, 1.63783, 0.03601], [4.96866, 0.26971, -0.18424], [3.72713, -0.33813, -0.26822], [3.66184, -1.39925, -0.43927], [5.84879, -0.34355, -0.29371], [6.23965, 2.33279, 0.13437], [7.45072, 1.62958, 0.00390], [7.56137, 0.86996, 0.78462], [8.23728, 2.37460, 0.11365], [7.53705, 1.15545, -0.97922], [3.99040, 3.45036, 0.34292], [1.77013, 2.37505, 0.19457], [0.50958, 0.53798, -0.08481], [-1.74928, -3.08100, -1.28523], [-0.03672, -3.55467, -1.09541], [-2.02521, -3.26067, 1.24008], [-0.71243, -5.10194, 2.16668], [0.36801, -5.08107, 0.68600]]}

Record 2
{"formula": "C18H17N5OZn", "method": "ωB97M-V/def2-TZVPD", "spin_multiplicity": 1, "max_force_ha_per_bohr": 0.011, "energy_ev": -76857.7980, "gap_ev": 8.14, "relative_energy_kj_mol": 0.0, "symbols": ["Zn", "O", "C", "C", "C", "C", "C", "C", "C", "C", "N", "H", "H", "H", "H", "H", "H", "H", "H", "H", "H", "H", "C", "C", "C", "C", "C", "C", "C", "C", "N", "H", "H", "H", "H", "H", "H", "N", "C", "N", "C", "N"], "coordinates": [[-1.20144, 0.17839, -0.51329], [-1.68087, -1.37880, -2.02176], [-0.69805, -1.89428, -2.92734], [0.28330, -2.83247, -2.24548], [0.91365, -2.24293, -0.97578], [1.58769, -0.92847, -1.23906], [2.91974, -0.85593, -1.62124], [3.47957, 0.37574, -1.91047], [2.69095, 1.51128, -1.81999], [1.37192, 1.36589, -1.43739], [0.83274, 0.17603, -1.14920], [-2.25420, -2.08717, -1.71016], [-0.19354, -1.01221, -3.32009], [-1.19127, -2.39193, -3.76435], [1.06037, -3.08738, -2.97141], [-0.21596, -3.76887, -1.98127], [1.63388, -2.95235, -0.56702], [0.13922, -2.10061, -0.22076], [3.50513, -1.76332, -1.68339], [4.51800, 0.44880, -2.20490], [3.08397, 2.49344, -2.03737], [0.70369, 2.21350, -1.36190], [-1.76550, -0.48856, 1.27598], [-0.92941, -0.01316, 2.41808], [-1.46874, 0.76991, 3.44083], [-0.69228, 1.22292, 4.49247], [0.65786, 0.89061, 4.55383], [1.21872, 0.10788, 3.54657], [0.43308, -0.32433, 2.49649], [1.47259, 1.35096, 5.64540], [2.12933, 1.71788, 6.51438], [-2.80456, -0.18917, 1.42711], [-1.75815, -1.58439, 1.24971], [-2.51983, 1.02775, 3.40810], [-1.12845, 1.83231, 5.27252], [2.26857, -0.14945, 3.59189], [0.88746, -0.91876, 1.71192], [-1.73677, 1.71175, -1.56070], [-2.48409, 2.48571, -2.03807], [-3.13922, 3.37274, -2.62437], [-4.41274, 3.68444, -2.56959], [-5.51635, 4.02661, -2.56891]]}

Record 3
{"formula": "C18H17N7O3", "method": "ωB97M-V/def2-TZVPD", "spin_multiplicity": 1, "max_force_ha_per_bohr": 0.055, "energy_ev": -35512.3170, "smiles": "COc1cc(CNC(=O)Nc2cc3nnc(-c4ccnc(C)c4)c-3c[nH]2)on1", "gap_ev": 8.25, "relative_energy_kj_mol": 23.7, "symbols": ["O", "N", "N", "N", "N", "O", "O", "C", "C", "C", "C", "C", "C", "C", "C", "C", "C", "C", "C", "C", "C", "C", "N", "N", "N", "C", "C", "C", "H", "H", "H", "H", "H", "H", "H", "H", "H", "H", "H", "H", "H", "H", "H", "H", "H"], "coordinates": [[1.21052, -0.24387, 1.43914], [2.59054, 6.01231, 0.48504], [-4.94073, -1.39870, -0.00602], [-5.21034, -2.62121, -0.58257], [-3.91932, -7.26960, -2.36699], [1.71890, 4.86505, 0.44614], [3.84077, 7.09302, 2.26043], [0.53595, 0.75135, 1.47772], [3.01239, 6.11302, 1.73456], [-3.67964, -1.26839, 0.14192], [-4.12483, -3.31872, -0.71885], [-2.95551, -0.21487, 0.80226], [2.43025, 5.04141, 2.50812], [-3.05515, -2.50098, -0.19748], [-1.73112, -2.67788, 0.17827], [-1.63265, -0.37703, 1.04317], [1.60467, 4.33209, 1.70927], [-4.88199, -6.92115, -1.47605], [-3.06373, -6.34637, -2.75925], [-4.93485, -5.65151, -0.89777], [-3.06745, -5.04473, -2.22886], [-4.01175, -4.68577, -1.23502], [-0.83608, 0.70408, 1.47921], [-1.07517, -1.63509, 0.82681], [1.22850, 1.92980, 1.46010], [4.37394, 8.04467, 1.33888], [-2.05144, -6.67901, -3.77521], [0.69470, 3.17561, 2.04813], [-3.40974, 0.73739, 0.97995], [2.59657, 4.89430, 3.56437], [-1.26819, -3.64920, -0.00023], [-5.57235, -7.72476, -1.18602], [-5.72378, -5.38054, -0.23506], [-2.38603, -4.30095, -2.57339], [-1.34415, 1.55162, 1.66723], [-0.08001, -1.74531, 0.99635], [2.23134, 1.80193, 1.41702], [3.63088, 8.32447, 0.59744], [5.21311, 7.56419, 0.80589], [4.74531, 8.96792, 1.84043], [-1.06539, -6.71137, -3.34492], [-2.29111, -7.70717, -4.14697], [-2.12092, -5.91781, -4.56611], [-0.31666, 3.38593, 1.69932], [0.60911, 3.03889, 3.14479]]}

Record 4
{"formula": "C18H17NO6", "method": "ωB97M-V/def2-TZVPD", "spin_multiplicity": 1, "max_force_ha_per_bohr": 0.032, "energy_ev": -32717.3735, "smiles": "CCOC(=O)CN1C(=O)[C@](O)(CC(=O)c2ccco2)c2ccccc21", "gap_ev": 8.75, "relative_energy_kj_mol": 94.5, "symbols": ["C", "C", "H", "H", "O", "C", "O", "C", "N", "C", "O", "C", "C", "C", "C", "C", "C", "C", "H", "H", "H", "H", "O", "H", "C", "C", "O", "C", "C", "C", "C", "O", "H", "H", "H", "H", "H", "H", "H", "H", "H", "H"], "coordinates": [[-5.07201, 0.84988, 0.25333], [-4.27949, 2.14812, 0.26001], [-3.85983, 2.33412, 1.25386], [-4.89913, 2.99195, -0.04870], [-3.20971, 2.10690, -0.69181], [-2.07884, 1.51949, -0.30803], [-1.86696, 1.07055, 0.78480], [-1.07392, 1.49620, -1.45643], [0.22624, 1.12253, -0.98336], [0.71383, -0.14477, -1.10829], [0.16413, -1.04190, -1.70567], [2.04709, -0.22078, -0.32946], [2.19932, 1.19487, 0.16138], [3.20588, 1.78635, 0.88823], [3.06847, 3.12551, 1.23676], [1.94188, 3.84041, 0.86886], [0.92336, 3.25199, 0.12946], [1.07209, 1.92584, -0.22272], [0.04912, 3.81787, -0.15267], [1.85030, 4.87703, 1.15689], [3.84749, 3.61138, 1.80393], [4.08216, 1.22477, 1.17078], [3.12692, -0.62507, -1.11456], [3.07880, -1.59217, -1.22211], [1.80432, -1.19224, 0.85886], [1.44429, -2.53772, 0.26610], [2.25737, -3.17981, -0.37520], [0.07248, -2.97359, 0.44716], [-0.58364, -4.06628, -0.07956], [-1.91691, -3.96883, 0.35357], [-1.97989, -2.83175, 1.11076], [-0.79465, -2.23108, 1.17481], [-2.79149, -2.37020, 1.63955], [-2.72051, -4.64187, 0.13542], [-0.14506, -4.81859, -0.70156], [1.01606, -0.80513, 1.50191], [2.74171, -1.27401, 1.41216], [-1.05611, 2.46622, -1.95938], [-1.39206, 0.72774, -2.17052], [-5.45946, 0.65001, -0.74257], [-4.43306, 0.02357, 0.55515], [-5.90217, 0.92654, 0.94942]]}